No. 1
Computed, not measured: a molecular structure, C12H33GaN4O8P in a non-equilibrium geometry, with wB97M-V/def2-TZVPD.

Structure (XYZ):
```
59
Properties=species:S:1:pos:R:3:forces:R:3:mulliken_charge:R:1
N -4.50635 3.71918 -2.43374 -1.4 -1.2 0.8 -0.591
C -4.24400 3.59468 -0.94839 0.1 1.1 1.3 -0.474
C -2.64108 3.46113 -0.55426 -0.5 -0.4 -0.9 -0.479
C -1.81852 2.37862 -1.47738 0.6 -0.6 0.9 -0.600
C -1.72390 0.86872 -0.76573 -0.1 1.3 -0.1 -0.402
Ga -1.34854 -0.48359 -2.32515 -0.5 -0.2 0.4 -0.179
C -2.41550 -2.24504 -2.15421 -1.0 -1.0 0.9 -0.598
C -3.82382 -2.29466 -2.99142 0.4 -1.3 -0.2 0.424
N -3.98060 -3.75573 -3.46265 -0.2 0.9 1.3 -0.753
N -3.86868 -1.42608 -4.22870 -0.3 -0.6 0.8 -0.667
N -5.05563 -1.99986 -2.14580 0.9 0.9 -0.1 -0.658
P 0.95939 -1.05172 -2.16739 1.4 0.4 -0.3 0.238
O 1.72731 -0.91750 -3.75416 -1.2 -2.9 0.5 -0.546
O 1.16453 -2.72464 -1.72954 -2.8 -0.3 -0.6 -0.613
H -4.84070 2.75461 -2.73425 0.7 1.7 0.2 0.204
H -5.35695 4.32302 -2.52808 1.0 -0.8 0.0 0.260
H -4.60887 4.61929 -0.46096 0.7 -2.2 -0.9 0.302
H -4.91306 2.75561 -0.48132 1.5 1.3 -0.6 0.225
H -2.15113 4.52248 -0.71749 -1.1 -2.1 0.6 0.309
H -2.59314 3.08766 0.55835 0.1 1.0 -2.1 0.245
H -0.70914 2.75599 -1.54537 -2.1 -0.6 -0.2 0.199
H -2.24848 2.24818 -2.56396 0.8 0.6 2.2 0.255
H -2.76392 0.67791 -0.26418 1.9 0.2 -0.6 0.226
H -0.83236 0.83037 0.01632 -2.1 0.3 -1.3 0.234
H -1.51187 0.27947 -3.71949 0.0 0.0 0.0 -0.244
H -1.73740 -3.14481 -2.47132 -1.3 1.4 0.3 0.308
H -2.66480 -2.41803 -0.99964 0.4 0.2 -2.3 0.184
H -3.80784 -4.30227 -2.56782 -0.5 0.6 -1.7 0.275
H -4.95954 -3.92096 -3.81565 1.3 0.4 0.8 0.330
H -3.21873 -1.74592 -4.97950 -0.5 0.5 1.4 0.288
H -3.78024 -0.40772 -4.01944 0.4 -1.5 -0.3 0.166
H -5.02104 -1.00893 -1.78623 0.0 -1.6 -0.2 0.230
H -5.15955 -2.69039 -1.36534 0.6 1.2 -0.9 0.288
H 1.56939 -1.82174 -4.19983 0.2 2.1 0.7 0.255
H 0.25835 -3.16249 -1.58894 1.8 1.0 -0.6 0.281
C 7.03995 -1.64930 2.55988 0.2 0.2 0.2 -0.559
O 6.04056 -2.38701 1.85899 -0.4 0.4 -0.3 -0.342
C 5.12769 -1.61725 1.21446 -0.8 0.0 -0.6 0.775
O 5.10483 -0.39655 1.19470 0.3 -1.6 0.1 -0.562
O 4.24455 -2.44095 0.59577 1.7 0.6 1.2 -0.310
C 3.21860 -1.76414 -0.12802 -0.5 0.3 -0.4 -0.899
H 7.71550 -2.36445 3.03716 -0.3 -0.1 -0.2 0.215
H 7.62331 -1.03467 1.86664 -0.2 0.0 0.1 0.282
H 6.58651 -1.03027 3.34062 0.1 0.0 -0.2 0.241
H 3.64918 -1.15412 -0.92870 -0.1 0.0 0.3 0.347
H 2.61234 -1.14966 0.54535 0.2 0.1 -0.2 0.289
H 2.57061 -2.51917 -0.58152 0.6 0.1 0.5 0.597
C 1.46662 1.22630 6.92961 -0.3 0.0 0.2 -0.616
O 2.66318 1.05946 6.17155 0.1 0.2 -0.7 -0.307
C 2.58435 1.51631 4.89627 -0.2 0.3 -0.7 0.767
O 1.60718 2.03482 4.37925 1.4 -0.8 0.9 -0.543
O 3.78110 1.29625 4.29579 -1.0 0.1 1.0 -0.273
C 3.84534 1.73021 2.93856 0.1 0.3 -0.7 -0.573
H 1.64313 0.82690 7.93207 0.3 0.0 -0.3 0.213
H 1.21276 2.28731 7.02162 -0.1 -0.2 -0.2 0.282
H 0.64152 0.66733 6.47672 0.1 0.3 0.0 0.289
H 3.68659 2.81134 2.87103 -0.2 -0.2 0.1 0.323
H 3.11527 1.19131 2.32609 0.1 0.2 0.1 0.276
H 4.84572 1.50516 2.55880 -0.3 -0.1 0.3 0.167
```
Forces are in eV/Å.

Summary:
- Largest force on an atom: 3.215 eV/A
- Molar mass: 462.11 g/mol
- HOMO-LUMO gap: 0.2255 Ha
- Net charge: -1

No. 2
Computed, not measured: a molecular structure, C12H33Li3N2O3 in a non-equilibrium geometry, with wB97M-V/def2-TZVPD.

Structure (XYZ):
```
53
Properties=species:S:1:pos:R:3:forces:R:3:mulliken_charge:R:1
Li -2.01539 1.61929 -1.60344 -0.8 0.1 -0.2 0.827
Li -1.53442 -0.83620 2.59994 -0.8 -0.4 0.0 0.888
Li -5.73288 -0.41079 0.02494 0.4 0.4 0.6 0.873
O -2.65128 -2.16637 -0.94177 0.1 0.4 0.3 -1.058
H -2.38268 -3.06620 -1.21135 -0.2 0.8 0.2 0.174
O -5.07777 -0.02465 3.48003 -0.1 -0.3 -0.6 -1.043
H -5.96772 -0.09339 3.87726 0.7 0.0 -0.3 0.153
O -5.24257 3.14341 -0.97798 0.3 -0.4 -0.3 -1.010
H -5.75641 3.77792 -1.51455 0.5 -0.6 0.2 0.159
C 2.40009 -2.99498 2.54228 0.1 -1.6 -0.2 -1.265
C 2.31704 -3.48422 4.05287 0.1 1.2 -0.6 -0.429
N 1.00103 -3.23655 4.66797 0.2 -0.6 0.6 0.019
C 0.09095 -4.38317 4.48806 -0.8 0.1 -0.2 -0.552
C 0.50949 -5.80363 4.85663 0.5 -0.1 1.0 -1.238
C 1.09239 -2.93759 6.12481 -0.2 0.9 -0.6 -0.397
C 1.74863 -1.61040 6.39862 1.1 0.1 1.1 -1.254
H 1.89411 -2.06912 2.26867 0.1 0.2 0.8 0.237
H 2.03066 -3.68794 1.78636 -0.8 -0.5 0.4 0.344
H 3.40979 -2.98689 2.13175 0.5 0.6 0.7 0.408
H 2.61121 -4.50831 4.28266 0.1 -0.4 -0.9 0.368
H 3.09358 -2.93374 4.58397 -0.3 0.4 0.1 0.344
H -0.79637 -4.05404 5.02884 -0.2 -0.4 0.0 0.470
H -0.19592 -4.51784 3.44515 -0.1 0.7 -0.3 0.318
H -0.32237 -6.45347 5.12833 -0.4 0.2 -0.7 0.363
H 1.08125 -6.23167 4.03324 0.0 -0.3 0.2 0.353
H 1.06663 -5.89572 5.78895 0.6 0.4 -0.1 0.307
H 1.52831 -3.71353 6.75409 0.4 -0.3 -0.2 0.255
H 0.10404 -2.76793 6.55199 -0.4 -0.5 -0.5 0.341
H 1.21492 -0.75309 5.98843 0.1 -0.1 -0.1 0.246
H 2.82230 -1.55171 6.22005 0.0 0.0 -0.8 0.358
H 1.79512 -1.50772 7.48278 -0.5 0.2 0.2 0.423
C 2.23856 3.10898 -5.08337 -0.3 1.4 -1.5 -1.102
C 1.02735 2.76308 -4.24602 0.0 0.8 -0.2 -0.758
N -0.27983 3.43160 -4.61756 0.5 -1.4 -0.4 0.018
C -0.27646 4.90223 -4.62872 0.9 0.3 0.8 -0.526
C 0.37360 5.50942 -3.33348 -0.8 -0.8 -1.0 -1.123
C -0.77510 2.96341 -5.94041 -1.1 -0.5 0.7 -0.435
C -1.16777 1.48448 -6.10824 1.1 0.6 0.8 -1.244
H 3.19484 2.67774 -4.78732 -0.3 -0.3 0.0 0.399
H 2.38830 4.18250 -5.19843 0.1 0.3 0.6 0.283
H 1.97644 2.88924 -6.11831 0.5 -0.7 -0.2 0.304
H 0.96502 1.68661 -4.40545 -0.8 -0.1 0.6 0.378
H 1.28820 3.02422 -3.22041 -0.4 -0.4 0.2 0.391
H 0.19155 5.22677 -5.55810 0.7 0.4 0.0 0.401
H -1.27658 5.32000 -4.74404 -0.3 -0.5 0.3 0.451
H 0.33379 6.59851 -3.35388 0.3 -0.1 -0.1 0.383
H -0.21373 5.19381 -2.47119 -0.1 0.0 0.0 0.273
H 1.37712 5.10910 -3.18930 0.1 0.5 -0.1 0.240
H -0.10678 3.07734 -6.79391 0.2 1.1 0.0 0.261
H -1.72414 3.48483 -6.06515 0.3 0.5 -0.4 0.449
H -1.57887 1.09011 -5.17896 -0.4 -0.2 -0.2 0.281
H -0.24239 0.95648 -6.33847 -0.3 -0.5 -0.1 0.287
H -1.84892 1.45981 -6.95884 0.0 -0.4 0.2 0.411
```
Forces are in eV/Å.

Summary:
- Largest force on an atom: 2.049 eV/A
- Molar mass: 274.23 g/mol
- Energy above the lowest of the compared OMol25 structures with the same formula, charge and spin: 286.6 kcal per mole
- HOMO-LUMO gap: 0.1608 Ha

No. 3
Computed, not measured: a molecular structure, C12H33LiN6OP, with wB97M-V/def2-TZVPD.

Structure (XYZ):
```
54
Properties=species:S:1:pos:R:3:forces:R:3:mulliken_charge:R:1
Li -0.84609 1.01919 0.36171 -0.3 0.4 0.0 1.147
C -0.49893 -0.53362 2.46236 0.0 0.1 0.1 -0.288
C 0.08928 0.79119 2.95140 -0.1 -0.1 -0.1 -0.715
N 0.27795 1.72570 1.83011 0.3 0.1 0.2 -0.208
C -0.21876 3.08787 2.05071 -0.2 0.0 0.0 -0.883
C -1.75268 3.14361 2.03370 0.2 -0.1 0.0 -0.662
N -2.31744 2.31192 0.95674 -0.2 0.2 0.0 -0.302
C -3.40026 1.41360 1.38432 0.1 -0.1 0.1 -0.890
C -2.84406 0.27887 2.24737 0.0 0.3 -0.1 -0.647
N -1.66671 -0.31023 1.59691 0.0 -0.5 0.2 -0.164
H 0.25071 -1.03540 1.84753 0.0 -0.1 0.0 -0.220
H -0.71815 -1.17269 3.32745 0.0 0.0 0.0 0.458
H -0.57787 1.24714 3.68466 0.1 0.0 0.0 0.311
H 1.02843 0.58216 3.46858 0.0 0.0 0.0 0.520
H 1.25845 1.77272 1.58467 0.0 0.0 0.0 0.105
H 0.13306 3.51670 2.99722 0.0 0.0 -0.1 0.394
H 0.16495 3.70461 1.23611 0.0 0.0 0.0 0.450
H -2.14689 2.80608 2.99369 0.0 0.0 0.0 0.270
H -2.04743 4.18931 1.92783 -0.1 0.0 0.1 0.467
H -2.66870 2.90701 0.21761 0.0 0.0 0.0 0.296
H -4.18873 1.93708 1.93886 0.0 0.0 0.0 0.398
H -3.84733 0.98813 0.48364 0.0 0.0 0.0 0.424
H -2.55729 0.67185 3.22213 0.0 -0.1 0.1 0.261
H -3.63512 -0.45236 2.42618 0.0 0.0 0.0 0.454
H -1.91734 -1.19260 1.16705 0.0 0.0 0.0 0.215
C 2.52142 -1.28788 -3.31682 0.0 0.1 0.0 -1.005
N 1.39887 -0.44476 -2.93592 -0.2 -0.1 0.4 0.473
C 0.62049 0.07162 -4.05845 0.0 0.0 0.0 -1.052
P 0.71809 -0.51280 -1.42408 0.4 -0.4 0.0 0.260
O -0.17302 0.66333 -1.23961 -0.1 0.0 -0.5 -1.453
N 1.96406 -0.50125 -0.31904 0.1 0.0 -0.5 0.900
C 2.52104 -1.63326 0.40396 -0.1 0.0 0.1 -1.254
C 2.93001 0.58048 -0.54261 0.0 -0.1 0.1 -1.374
N -0.13345 -1.92988 -1.12765 0.1 0.3 -0.2 0.452
C 0.46818 -3.20120 -1.54025 0.0 0.0 0.0 -1.027
C -1.56058 -1.88709 -1.46531 0.0 0.0 0.1 -1.227
H 3.21309 -0.71351 -3.93733 0.0 0.0 0.0 0.341
H 2.20189 -2.16350 -3.89074 0.0 0.0 0.0 0.296
H 3.05941 -1.63057 -2.43312 0.0 0.0 0.0 0.255
H 1.23633 0.75215 -4.65066 0.0 0.0 0.0 0.357
H -0.24050 0.61981 -3.68477 0.0 0.0 0.0 0.245
H 0.27829 -0.73558 -4.71383 0.0 0.0 0.0 0.307
H 1.75359 -2.37416 0.61154 0.0 0.0 0.0 0.454
H 2.91309 -1.27686 1.35973 0.0 0.0 0.0 0.340
H 3.34745 -2.11382 -0.13245 0.0 0.0 0.0 0.269
H 2.44370 1.41020 -1.05225 0.0 0.0 0.0 0.425
H 3.78573 0.25512 -1.14321 0.0 0.0 0.0 0.313
H 3.31457 0.92707 0.42022 0.0 0.0 0.0 0.424
H 1.55361 -3.15136 -1.51554 0.0 0.0 0.0 0.376
H 0.16613 -3.47437 -2.55663 0.0 0.0 0.0 0.285
H 0.14229 -3.99492 -0.86549 0.0 0.0 0.0 0.321
H -1.97605 -0.91195 -1.22757 0.0 0.0 0.0 0.379
H -2.08742 -2.65352 -0.89178 0.0 0.0 0.0 0.368
H -1.73337 -2.08539 -2.52888 0.0 0.0 0.0 0.359
```
Forces are in eV/Å.

Summary:
- Largest force on an atom: 0.561 eV/A
- Molar mass: 315.35 g/mol
- Energy above the lowest of the compared OMol25 structures with the same formula, charge and spin: 1.8 kcal per mole
- HOMO-LUMO gap: 0.3586 Ha
- Net charge: +1